Below is a molecular structure, C6H8BrIN in a non-equilibrium geometry, with properties calculated with ωB97M-V with the def2-TZVPD basis set.

```
! wB97M-V def2-TZVPD RIJCOSX def2/J DEFGRID3
* xyz 1 1
C -0.02 1.79 0.20
C 0.02 1.77 -1.16
C -0.02 0.68 1.09
C 0.18 0.63 -1.99
C 0.51 -0.54 0.92
C -0.65 -0.41 -1.89
N 0.32 -1.70 1.87
Br -0.40 -2.13 -2.82
I -2.41 -0.32 -0.71
H -0.15 2.78 0.63
H 0.36 2.68 -1.53
H -0.53 0.77 2.04
H 0.90 0.69 -2.79
H 1.15 -0.90 0.02
H 1.18 -2.18 1.97
H -0.44 -2.28 1.42
H 0.00 -1.32 2.71
*
```

Computed properties:
Gap between HOMO and LUMO: 7.924 eV
HOMO: -12.23 eV